No. 1
Molecular formula: C45H132N21O10P7
Method: DFT, ωB97M-V/def2-TZVPD

Values from the calculation:
- Molecular weight: 1344.51 g/mol
- Calculated total energy: -165598.257 eV
- HOMO level (spin up / spin down): 0.7 / -5.9 eV
- Multiplicity: 2
- Charge: -1
- Frontier orbital gap (spin up / spin down): 1.33 / 7.89 eV

```
215
Properties=species:S:1:pos:R:3:lowdin_spin:R:1
O -5.489 4.587 -4.415 0.00
P -4.096 4.153 -4.692 0.00
N -2.873 5.371 -4.467 0.00
C -1.379 5.212 -4.659 0.00
C -3.342 6.823 -4.421 0.00
N -3.925 3.709 -6.337 0.00
C -4.615 4.576 -7.319 0.00
C -2.819 2.970 -6.913 0.01
N -3.590 2.772 -3.808 0.00
C -4.378 1.580 -3.923 0.01
C -2.942 3.053 -2.525 0.00
H -0.686 5.800 -4.057 0.00
H -1.244 5.555 -5.685 0.00
H -1.036 4.180 -4.585 0.00
H -3.384 7.162 -3.386 0.00
H -4.383 6.813 -4.742 0.00
H -2.872 7.491 -5.144 0.00
H -4.251 5.573 -7.071 0.00
H -4.369 4.313 -8.348 0.00
H -5.675 4.708 -7.103 0.00
H -3.101 2.082 -7.478 0.00
H -2.226 3.657 -7.516 0.00
H -2.229 2.660 -6.050 0.00
H -4.059 0.726 -3.326 0.00
H -5.381 1.681 -3.509 0.00
H -4.709 1.311 -4.926 0.00
H -2.720 2.142 -1.968 0.00
H -3.571 3.723 -1.940 0.00
H -1.974 3.551 -2.578 0.00
O -2.843 4.101 0.817 0.00
P -3.014 5.263 1.770 0.00
N -4.015 5.034 3.122 0.00
C -5.433 4.967 2.898 0.00
C -3.609 4.015 4.109 0.01
N -3.638 6.696 0.906 0.00
C -4.019 7.957 1.457 0.00
C -3.732 6.726 -0.516 0.00
N -1.535 5.747 2.479 0.00
C -1.384 6.884 3.433 0.00
C -0.462 4.763 2.536 0.01
H -6.085 4.887 3.768 0.00
H -5.575 4.150 2.190 0.00
H -5.728 5.788 2.245 0.00
H -2.539 4.116 4.288 0.00
H -3.748 3.003 3.729 0.00
H -4.147 4.194 5.039 0.00
H -4.447 7.672 2.419 0.00
H -3.174 8.641 1.538 0.00
H -4.657 8.645 0.903 0.00
H -4.715 7.060 -0.847 0.00
H -2.965 7.353 -0.971 0.00
H -3.579 5.727 -0.923 0.00
H -1.877 7.735 2.964 0.00
H -1.844 6.519 4.351 0.00
H -0.329 7.107 3.592 0.00
H 0.253 5.042 3.310 0.00
H 0.177 4.767 1.653 0.00
H -0.843 3.770 2.775 0.00
O 0.789 -1.062 7.592 0.00
P 1.131 -0.992 6.130 0.00
N 2.720 -0.802 5.745 0.00
C 3.197 -0.465 4.436 0.00
C 3.739 -1.515 6.584 0.01
N 0.310 0.220 5.266 0.00
C -1.107 0.002 4.831 0.01
C 0.565 1.624 5.517 0.00
N 0.740 -2.425 5.304 0.00
C 0.642 -3.672 6.011 0.00
C 0.810 -2.688 3.824 0.00
H 3.489 -1.377 3.914 0.00
H 4.084 0.155 4.311 0.00
H 2.456 -0.002 3.784 0.00
H 3.448 -1.482 7.634 0.00
H 4.776 -1.218 6.423 0.00
H 3.766 -2.532 6.192 0.00
H -1.232 -1.052 4.583 0.00
H -1.843 0.434 5.509 0.00
H -1.265 0.612 3.941 0.00
H 0.130 2.177 4.684 0.00
H -0.122 1.941 6.302 0.00
H 1.609 1.928 5.593 0.00
H 1.639 -4.102 6.106 0.00
H 0.258 -3.465 7.010 0.00
H 0.070 -4.375 5.405 0.00
H 0.989 -1.710 3.377 0.00
H -0.102 -3.009 3.321 0.00
H 1.615 -3.398 3.634 0.00
O 1.363 -5.845 3.006 0.01
P 0.909 -7.187 2.640 0.00
N 1.929 -8.000 1.495 0.00
C 2.886 -7.199 0.727 0.05
C 1.940 -9.429 1.421 0.01
N -0.601 -7.260 1.824 0.00
C -1.317 -6.010 1.443 0.01
C -1.175 -8.513 1.321 0.01
N 0.766 -8.190 4.064 0.00
C 1.880 -8.690 4.781 0.01
C -0.328 -7.904 5.028 0.01
H 2.521 -6.992 -0.279 0.02
H 3.904 -7.583 0.667 0.02
H 2.989 -6.191 1.131 0.01
H 1.383 -9.827 2.269 0.00
H 2.951 -9.829 1.496 0.00
H 1.370 -9.803 0.571 0.00
H -1.769 -5.482 2.283 0.00
H -0.588 -5.376 0.937 0.00
H -2.087 -6.163 0.686 0.00
H -1.066 -9.395 1.952 0.00
H -2.221 -8.401 1.036 0.00
H -0.621 -8.869 0.453 0.00
H 2.287 -7.800 5.262 0.00
H 1.566 -9.487 5.455 0.00
H 2.716 -9.109 4.222 0.00
H 0.060 -7.024 5.540 0.00
H -0.431 -8.775 5.675 0.00
H -1.186 -7.554 4.454 0.00
O 1.409 5.077 -3.127 0.00
P 2.573 4.517 -3.756 0.00
N 3.031 2.910 -3.315 0.00
C 4.120 2.128 -3.967 0.03
C 2.638 2.454 -1.984 0.01
N 3.988 5.476 -3.437 0.00
C 4.266 5.892 -2.075 0.01
C 5.232 5.242 -4.142 0.01
N 2.434 4.541 -5.471 0.00
C 2.298 5.846 -6.131 0.00
C 1.830 3.478 -6.200 0.01
H 4.295 2.255 -5.035 0.01
H 3.770 1.096 -3.951 0.01
H 4.985 2.267 -3.318 0.00
H 3.375 2.801 -1.259 0.00
H 2.611 1.378 -1.817 0.00
H 1.664 2.827 -1.669 0.00
H 5.087 6.601 -1.970 0.00
H 3.407 6.235 -1.498 0.00
H 4.633 5.080 -1.447 0.00
H 5.729 4.367 -3.723 0.00
H 5.002 5.029 -5.186 0.00
H 5.862 6.132 -4.121 0.00
H 1.349 6.337 -5.917 0.00
H 3.073 6.517 -5.760 0.00
H 2.518 5.720 -7.191 0.00
H 2.296 2.550 -5.871 0.00
H 2.006 3.586 -7.270 0.00
H 0.745 3.391 -6.136 0.00
O -4.463 -5.968 -1.207 0.00
P -5.092 -4.716 -1.700 0.00
N -6.054 -3.828 -0.597 0.00
C -6.343 -2.399 -0.682 0.01
C -6.953 -4.517 0.341 0.01
N -6.276 -5.013 -2.965 0.00
C -6.921 -6.322 -3.006 0.00
C -6.966 -3.915 -3.723 0.01
N -3.952 -3.758 -2.483 0.00
C -3.357 -4.171 -3.807 0.02
C -2.955 -3.066 -1.664 0.01
H -6.516 -1.960 0.300 0.00
H -7.293 -2.275 -1.203 0.00
H -5.507 -1.897 -1.168 0.00
H -7.958 -4.512 -0.081 0.00
H -6.982 -4.083 1.340 0.00
H -6.604 -5.539 0.486 0.00
H -7.222 -6.595 -4.017 0.00
H -6.258 -7.117 -2.665 0.00
H -7.779 -6.375 -2.335 0.00
H -6.184 -3.283 -4.144 0.00
H -7.511 -4.291 -4.589 0.00
H -7.624 -3.416 -3.011 0.00
H -3.271 -3.371 -4.542 0.01
H -2.371 -4.620 -3.688 0.01
H -4.072 -4.844 -4.279 0.00
H -1.905 -3.288 -1.856 0.00
H -3.222 -3.237 -0.622 0.00
H -2.998 -1.980 -1.747 0.00
O 5.134 0.938 1.631 0.01
P 6.141 -0.036 1.176 0.00
N 5.613 -1.680 0.999 0.00
C 6.495 -2.839 0.654 0.07
C 4.246 -1.841 0.507 0.03
N 7.420 -0.145 2.205 0.00
C 8.171 1.035 2.542 0.01
C 7.444 -0.993 3.422 0.02
N 6.847 0.360 -0.375 0.00
C 6.124 0.946 -1.467 0.02
C 8.139 -0.115 -0.659 0.03
H 5.829 -3.699 0.573 0.02
H 7.143 -3.034 1.509 0.01
H 6.967 -2.705 -0.319 0.01
H 3.822 -2.819 0.736 0.01
H 4.161 -1.663 -0.565 0.01
H 3.521 -1.150 0.936 0.00
H 9.087 0.786 3.077 0.00
H 8.576 1.637 1.727 0.00
H 7.610 1.721 3.177 0.00
H 6.582 -1.659 3.383 0.00
H 8.250 -1.702 3.231 0.01
H 7.528 -0.502 4.392 0.00
H 5.315 1.568 -1.085 0.00
H 6.721 1.532 -2.167 0.01
H 5.606 0.205 -2.075 0.01
H 8.559 0.280 -1.585 0.01
H 8.182 -1.193 -0.809 0.01
H 8.877 0.161 0.094 0.00
C -0.875 1.348 0.670 0.01
O -0.695 -0.062 1.054 0.00
C -0.040 -0.863 0.264 0.01
O 0.463 -0.622 -0.815 0.03
O 0.008 -2.011 0.902 0.00
C 0.717 -3.184 0.340 0.02
H -1.367 1.352 -0.303 0.00
H 0.134 1.686 0.432 0.00
H -1.401 1.937 1.421 0.00
H 1.644 -2.830 -0.110 0.01
H 0.192 -3.744 -0.435 0.01
H 0.997 -3.903 1.110 0.00
```

No. 2
Molecular formula: C5H11NO2
Method: DFT, ωB97M-V/def2-TZVPD

Values from the calculation:
- Relative energy (zero: lowest compared OMol25 entry of this formula, charge and spin): 6.544 eV
- Molecular weight: 117.15 g/mol
- Calculated total energy: -10942.723 eV
- HOMO level: -7.6 eV
- Multiplicity: 1
- Frontier orbital gap: 7.62 eV

```
19
Properties=species:S:1:pos:R:3:nbo_charge:R:1
C -0.329 -2.181 0.937 -0.26
C 1.881 -0.146 0.879 -0.11
O -0.312 -0.777 1.229 -0.39
N 0.654 -0.105 0.402 -0.04
H -0.779 -2.394 -0.036 0.18
H 0.670 -2.618 0.953 0.18
H -0.937 -2.658 1.706 0.21
H 2.648 0.285 0.244 0.22
H 2.028 -0.216 1.953 0.21
C -1.415 0.164 -1.374 -0.70
C 0.054 2.129 0.073 -0.75
C 0.034 0.514 -1.138 0.64
O 0.849 0.505 -2.037 -0.66
H -1.503 -0.918 -1.498 0.21
H -1.757 0.642 -2.291 0.25
H -0.643 2.766 -0.468 0.19
H 1.079 2.419 -0.142 0.19
H -0.186 2.145 1.132 0.19
H -2.036 0.441 -0.525 0.23
```

No. 3
Molecular formula: C3H5F2N2
Method: DFT, ωB97M-V/def2-TZVPD

Values from the calculation:
- Relative energy (zero: lowest compared OMol25 entry of this formula, charge and spin): 4.250 eV
- Molecular weight: 107.08 g/mol
- Calculated total energy: -11595.528 eV
- HOMO level (spin up / spin down): -13.9 / -13.5 eV
- Multiplicity: 1
- Charge: +1
- Frontier orbital gap (spin up / spin down): 8.60 / 7.38 eV

```
12
Properties=species:S:1:pos:R:3:nbo_charge:R:1
C 1.585 1.103 0.096 0.02
C -0.211 -0.553 0.131 0.52
C -2.438 0.655 -0.352 0.64
N 0.654 0.254 0.337 -0.36
N -0.592 -1.783 0.398 -0.77
F -3.170 -0.421 -0.549 -0.29
F -2.581 1.155 0.839 -0.27
H 2.146 1.055 -0.961 0.23
H 1.695 1.886 0.723 0.21
H -2.395 1.347 -1.218 0.19
H -1.591 -1.789 0.274 0.44
H 0.124 -2.490 0.124 0.45
```

No. 4
Molecular formula: C40H44AsN10OPTi
Method: DFT, ωB97M-V/def2-TZVPD

Values from the calculation:
- Relative energy (zero: lowest compared OMol25 entry of this formula, charge and spin): 0.964 eV
- Molecular weight: 834.62 g/mol
- Calculated total energy: -152383.293 eV
- HOMO level (spin up / spin down): -10.1 / -10.1 eV
- Multiplicity: 2
- Charge: +1
- Frontier orbital gap (spin up / spin down): 7.54 / 7.24 eV

```
98
Properties=species:S:1:pos:R:3:lowdin_spin:R:1
Ti 0.310 0.654 -1.029 0.96
C 0.815 4.970 -4.498 0.00
N 0.907 4.314 -3.199 0.01
C 1.316 4.900 -2.032 0.00
C 1.283 3.932 -1.072 0.01
N 0.859 2.766 -1.643 0.00
C 0.650 3.016 -2.929 0.01
P 0.022 1.755 -4.086 0.00
C -1.498 1.390 -3.136 0.01
N -1.611 1.212 -1.816 0.00
C -2.942 1.216 -1.521 0.00
C -3.642 1.414 -2.673 0.00
N -2.727 1.529 -3.681 0.01
C -3.084 1.715 -5.086 0.00
C 1.305 0.509 -3.691 0.01
N 1.769 0.152 -2.496 0.00
C 2.871 -0.627 -2.710 0.00
C 3.071 -0.737 -4.053 0.00
N 2.086 -0.008 -4.660 0.01
C 1.832 0.047 -6.095 0.00
H 0.879 6.043 -4.349 0.00
H -0.137 4.738 -4.969 0.00
H 1.628 4.652 -5.147 0.00
H 1.593 5.939 -1.990 0.00
H 1.537 3.994 -0.028 0.00
H -3.304 1.027 -0.525 0.00
H -4.700 1.453 -2.865 0.00
H -3.565 2.682 -5.214 0.00
H -3.750 0.907 -5.385 0.00
H -2.186 1.670 -5.694 0.00
H 3.428 -1.068 -1.901 0.00
H 3.816 -1.264 -4.623 0.00
H 2.495 -0.658 -6.587 0.00
H 2.019 1.045 -6.485 0.00
H 0.802 -0.245 -6.287 0.00
N -0.424 -1.488 -1.685 0.00
C -1.162 -1.550 -2.941 0.00
O -0.520 -1.406 -3.981 0.00
C -2.551 -1.730 -2.815 0.00
C -3.378 -1.606 -3.954 0.00
N -4.051 -1.427 -4.875 0.00
C -3.124 -1.873 -1.532 0.00
N -3.517 -1.926 -0.446 0.00
H 0.459 -1.978 -1.827 0.00
H -0.919 -1.968 -0.929 0.00
C 0.656 1.119 7.500 0.00
C 0.352 0.698 6.090 0.00
C 1.205 -0.152 5.395 0.00
C 0.932 -0.568 4.099 0.00
C 1.900 -1.507 3.431 0.00
C -0.237 -0.105 3.468 0.00
As -0.665 -0.540 1.611 0.00
N 0.887 0.156 0.710 -0.03
C 1.626 1.233 1.248 0.00
C 1.024 2.282 1.954 0.00
C 1.796 3.314 2.468 0.00
C 3.166 3.345 2.248 0.00
C 3.767 2.330 1.514 0.00
C 3.008 1.277 1.027 0.00
C -0.515 -2.500 1.492 0.00
C -1.674 -3.101 2.030 0.00
C -2.744 -2.291 2.718 0.00
C -1.847 -4.473 1.941 0.00
C -0.918 -5.289 1.312 0.00
C -1.145 -6.768 1.179 0.00
C 0.216 -4.687 0.793 0.00
C 0.450 -3.315 0.878 0.00
C 1.783 -2.859 0.328 0.00
C -1.114 0.746 4.154 0.00
C -2.393 1.294 3.567 0.00
C -0.801 1.130 5.454 0.00
H 1.674 0.856 7.783 0.00
H -0.024 0.631 8.200 0.00
H 0.532 2.196 7.623 0.00
H 2.109 -0.506 5.877 0.00
H 2.779 -1.654 4.057 0.00
H 2.233 -1.122 2.467 0.00
H 1.441 -2.480 3.256 0.00
H -0.046 2.278 2.121 0.00
H 1.318 4.103 3.036 0.00
H 3.764 4.152 2.650 0.00
H 4.835 2.347 1.340 0.00
H 3.474 0.460 0.489 0.00
H -2.359 -1.781 3.605 0.00
H -3.558 -2.939 3.037 0.00
H -3.173 -1.550 2.039 0.00
H -2.744 -4.913 2.363 0.00
H -1.720 -7.155 2.019 0.00
H -0.202 -7.311 1.127 0.00
H -1.705 -6.987 0.267 0.00
H 0.969 -5.306 0.313 0.00
H 2.582 -3.143 1.018 0.00
H 1.843 -1.789 0.183 0.00
H 1.990 -3.369 -0.617 0.00
H -2.650 0.856 2.608 0.00
H -2.321 2.378 3.437 0.00
H -3.225 1.110 4.249 0.00
H -1.484 1.787 5.984 0.00
```

- Which formula does entry 3 have?
  C3H5F2N2

- Among the records above, which one has the lowest calculated total energy?
  C45H132N21O10P7

- Which formula does entry 3 have?
  C3H5F2N2

Repeat the third record exactly.
Molecular formula: C3H5F2N2
Method: DFT, ωB97M-V/def2-TZVPD

Values from the calculation:
- Relative energy (zero: lowest compared OMol25 entry of this formula, charge and spin): 4.250 eV
- Molecular weight: 107.08 g/mol
- Calculated total energy: -11595.528 eV
- HOMO level (spin up / spin down): -13.9 / -13.5 eV
- Multiplicity: 1
- Charge: +1
- Frontier orbital gap (spin up / spin down): 8.60 / 7.38 eV

```
12
Properties=species:S:1:pos:R:3:nbo_charge:R:1
C 1.585 1.103 0.096 0.02
C -0.211 -0.553 0.131 0.52
C -2.438 0.655 -0.352 0.64
N 0.654 0.254 0.337 -0.36
N -0.592 -1.783 0.398 -0.77
F -3.170 -0.421 -0.549 -0.29
F -2.581 1.155 0.839 -0.27
H 2.146 1.055 -0.961 0.23
H 1.695 1.886 0.723 0.21
H -2.395 1.347 -1.218 0.19
H -1.591 -1.789 0.274 0.44
H 0.124 -2.490 0.124 0.45
```